1.
{
  "formula": "C14H18BF8IO4",
  "method": "ωB97M-V/def2-TZVPD",
  "lumo_energy_ha": -0.011,
  "max_force_ev_per_a": 4.93,
  "energy_ha": -1966.56306,
  "smiles": "CC(=O)OC(=O)CB(CCOCC(F)(F)C(F)(F)C(F)(F)C(F)F)C[C@H](C)I",
  "elements": ["C", "C", "O", "O", "C", "O", "C", "B", "C", "C", "O", "C", "C", "F", "F", "C", "F", "F", "C", "F", "F", "C", "F", "F", "C", "C", "C", "I", "H", "H", "H", "H", "H", "H", "H", "H", "H", "H", "H", "H", "H", "H", "H", "H", "H", "H"],
  "coordinates": [[1.055, 3.150, -1.269], [0.862, 2.666, -2.775], [-0.111, 3.158, -3.410], [1.711, 1.771, -3.485], [2.108, 0.649, -2.670], [3.269, 0.676, -2.211], [1.055, -0.528, -2.484], [1.116, -1.295, -1.054], [0.077, -2.565, -0.875], [-1.069, -2.258, 0.244], [-2.357, -1.944, -0.332], [-2.481, -0.555, -0.672], [-3.398, 0.292, 0.360], [-3.725, -0.474, 1.507], [-4.647, 0.503, -0.336], [-2.827, 1.751, 0.671], [-3.902, 2.555, 1.144], [-2.395, 2.381, -0.546], [-1.585, 1.803, 1.675], [-1.077, 3.149, 1.599], [-0.501, 0.963, 1.328], [-1.941, 1.557, 3.218], [-2.764, 2.568, 3.768], [-0.689, 1.579, 3.932], [2.055, -0.914, 0.212], [3.240, -1.964, 0.517], [2.751, -2.869, 1.767], [4.917, -0.755, 1.309], [0.040, 3.585, -0.939], [1.344, 2.326, -0.535], [1.787, 4.038, -1.262], [1.229, -1.315, -3.299], [-0.019, -0.120, -2.593], [0.687, -3.500, -0.572], [-0.420, -2.802, -1.884], [-1.209, -3.260, 0.801], [-0.712, -1.517, 1.040], [-1.496, 0.012, -0.766], [-2.982, -0.511, -1.710], [-2.355, 0.507, 3.360], [2.489, 0.151, 0.174], [1.364, -0.916, 1.142], [3.543, -2.577, -0.394], [2.779, -2.179, 2.684], [1.678, -3.263, 1.640], [3.507, -3.710, 1.983]]
}

2.
{
  "formula": "C14H18BiF6IN2O5S2SbSe4",
  "method": "ωB97M-V/def2-TZVPD",
  "lumo_energy_ha": 0.069,
  "max_force_ev_per_a": 2.18,
  "energy_ha": -12784.03646,
  "charge": -1,
  "elements": ["Bi", "C", "C", "C", "C", "C", "C", "C", "C", "C", "C", "H", "H", "H", "H", "H", "H", "H", "H", "H", "H", "H", "H", "H", "H", "F", "C", "F", "F", "S", "O", "O", "N", "S", "O", "O", "C", "F", "F", "F", "Se", "Sb", "Se", "Se", "Se", "N", "C", "O", "C", "I", "H", "H", "H", "H"],
  "coordinates": [[0.120, -0.012, 0.544], [-0.395, -3.689, -2.339], [0.125, -4.060, -0.947], [-1.061, -4.274, -0.003], [1.112, -3.038, -0.415], [1.869, -2.231, -1.263], [2.800, -1.332, -0.771], [3.015, -1.200, 0.597], [3.973, -0.175, 1.123], [2.288, -2.026, 1.447], [1.345, -2.919, 0.956], [-1.155, -4.400, -2.656], [0.393, -3.701, -3.090], [-0.847, -2.698, -2.320], [0.669, -5.012, -1.029], [-1.574, -3.335, 0.197], [-0.761, -4.704, 0.948], [-1.783, -4.954, -0.449], [1.746, -2.292, -2.334], [3.354, -0.709, -1.458], [4.993, -0.406, 0.814], [3.940, -0.138, 2.211], [3.718, 0.806, 0.721], [2.455, -1.975, 2.515], [0.814, -3.540, 1.665], [3.403, 2.620, -3.293], [2.357, 3.299, -2.810], [1.929, 4.106, -3.782], [2.804, 4.065, -1.815], [0.962, 2.188, -2.212], [1.572, 1.361, -1.213], [0.549, 1.573, -3.437], [0.036, 3.333, -1.677], [-0.527, 3.380, -0.223], [-1.846, 3.901, -0.170], [-0.235, 2.257, 0.651], [0.596, 4.664, 0.556], [1.809, 4.121, 0.696], [0.194, 5.070, 1.754], [0.715, 5.741, -0.221], [-3.480, 0.261, 4.697], [-1.918, -1.006, 3.407], [-2.307, -0.561, 0.796], [0.330, 0.336, 3.015], [-1.434, -3.337, 3.707], [-2.172, 1.743, -3.410], [-2.242, 1.549, -2.103], [-1.253, 1.135, -1.475], [-3.517, 1.759, -1.351], [-4.963, 2.923, -2.362], [-1.239, 1.668, -3.812], [-2.929, 2.162, -3.928], [-3.288, 2.273, -0.420], [-3.973, 0.801, -1.103]]
}